ORCA calculation (wB97M-V/def2-TZVPD) on a molecular structure, C13H22ClN2O7Pt.

Atoms and positions in Å:
C1 -0.5884 0.1482 -4.2284
H1 -1.1523 -2.3681 2.1775
H2 -0.0345 -3.7361 2.0512
C2 0.3615 -0.4039 3.4679
C3 -0.6424 -3.0275 1.4833
H3 -1.6858 2.3500 -0.8125
H4 0.7974 -2.9701 0.1914
H5 3.5617 2.9821 -1.4067
C4 -1.0997 -1.0865 -4.5843
C5 2.8105 0.0180 0.8256
H6 -1.3616 -1.3761 -5.5928
H7 0.1334 1.3479 -2.6223
H8 -1.1594 -2.3730 -1.4682
H9 -1.1200 4.0876 0.4688
O1 0.1789 -2.3143 0.5274
O2 -0.4350 0.2901 2.4813
N1 1.8056 0.6135 0.1829
C6 -1.1606 3.0881 0.9001
Pt1 -0.3179 -0.0691 0.2517
C7 4.4276 1.4787 -0.1274
H10 2.5936 -0.8738 1.3996
C8 2.1079 1.6342 -0.6118
C9 4.1403 0.3839 0.6708
H11 -0.2805 2.9751 1.5354
H12 0.7192 0.2981 4.2155
H13 -1.0995 0.8009 2.9574
H14 -0.3503 0.8649 -5.0027
O3 -3.8230 1.1185 1.2553
C10 -0.2846 0.3910 -2.9040
H15 5.4367 1.8547 -0.2405
H16 1.2715 2.1723 -1.0396
C11 -1.3634 -2.0014 -3.5751
H17 -0.2842 -1.1427 3.9470
H18 1.1553 -0.9501 2.9745
O4 -4.6305 -1.1032 1.1007
O5 -2.9053 -0.5701 2.6322
H19 4.8829 -0.1298 1.2635
H20 -1.8334 -2.9454 -3.8089
H21 -2.0366 3.0153 1.5474
C12 3.3938 2.0939 -0.8163
H22 -1.3873 -3.6242 0.9537
O6 -1.1374 2.0469 -0.0826
C13 -1.0808 -1.6505 -2.2684
O7 -2.4916 -0.5727 0.3125
Cl1 -3.5067 -0.2756 1.3524
N2 -0.5251 -0.4897 -1.9347

Forces on the atoms, in the same order (eV/Å):
0.44 -0.18 -0.54
0.09 0.37 -0.28
0.14 0.21 0.02
-0.99 -0.20 0.05
-0.25 -0.94 0.06
-0.25 -0.51 -0.11
0.23 0.34 -0.33
0.01 -0.08 -0.16
-0.54 -0.44 0.42
0.54 -0.77 -0.40
0.20 0.32 -0.14
0.04 -0.06 0.10
-0.44 0.11 0.04
-0.04 -0.13 -0.29
-0.17 -0.42 0.83
1.31 0.23 0.57
-0.11 -0.30 0.17
0.24 0.18 1.00
-0.14 0.30 -0.47
0.24 -0.04 -0.32
-0.27 0.17 0.13
-0.17 0.79 -0.20
-0.47 0.40 0.41
0.04 -0.10 -0.16
0.29 -0.02 -0.05
-0.42 -0.22 -0.33
-0.05 0.18 0.19
0.07 -0.07 0.06
-0.20 0.46 -0.22
0.02 -0.11 0.07
-0.02 -0.15 -0.08
-0.21 0.30 -0.09
0.08 0.03 0.17
0.16 0.25 -0.11
0.14 0.06 -0.06
-0.33 0.01 -0.13
0.14 -0.01 -0.17
0.13 -0.11 0.13
-0.13 -0.13 -0.25
-0.01 0.05 0.52
-0.11 0.20 -0.03
0.18 0.97 -0.18
0.47 -0.83 0.00
0.44 -0.56 -0.76
-0.36 0.24 0.76
0.03 0.19 0.16

Summary:
- 2S+1 = 3
- net charge = +1
- HOMO energy (spin up / spin down) (eV) = -11.23 / -12.55
- energy relative to the best compared isomer or geometry (same formula, charge and spin) (eV) = 0.000
- frontier orbital gap (spin up / spin down) (eV) = 8.37 / 9.24
- lowest unoccupied orbital energy (spin up / spin down) (eV) = -2.86 / -3.30
- F_max (eV/Å) = 1.452